Computed, not measured: a structure of composition C32H42BFN6O8STa, with wB97M-V/def2-TZVPD.

Cartesian coordinates (Å):
Ta1 -0.1547 -0.3186 -0.1252
S1 0.0701 -2.9720 -0.7400
F1 2.1559 -0.1188 -6.4112
O1 -1.1221 -2.6861 -1.5133
O2 -0.1316 0.1401 -2.0265
O3 -4.1041 -0.5648 -0.9172
O4 -2.0101 -0.2013 -0.1906
O5 -0.4560 -2.8542 2.9083
O6 -1.1728 2.6119 -0.4175
O7 1.2596 -2.3542 -1.3240
O8 0.4661 2.6754 1.1881
N1 0.1267 -0.0330 2.1675
N2 -3.0954 -0.2159 -4.8509
N3 2.1378 -0.1049 0.2187
N4 0.1473 -0.2998 -8.4322
N5 0.1483 -1.4239 -10.8102
N6 -0.0442 -2.2287 0.7244
C1 1.5490 -0.2579 2.5650
C2 -0.0471 -6.9284 1.2423
C3 0.2886 -5.7690 -0.8614
C4 0.5799 -0.1020 -4.7269
C5 -0.7589 -0.1126 -4.2905
C6 -0.1171 -4.5543 1.2175
C7 1.5050 -0.4765 -8.9794
C8 -1.7662 -0.1925 -5.2637
C9 -0.1339 -0.2439 -7.0618
C10 -4.4342 0.9189 -6.7006
C11 -2.4787 3.7994 1.1990
C12 -1.5830 4.9689 -0.8157
C13 -1.1048 -0.0321 -2.9193
C14 0.0059 4.7843 2.2984
C15 -1.0614 -0.5494 -10.5435
C16 -5.3926 0.5786 -5.6018
C17 -2.9782 -0.3197 -1.1742
C18 -3.3888 -0.2383 -3.5590
C19 0.1336 -4.5932 -0.1524
C20 0.0686 4.0877 0.9591
C21 -0.2117 -5.7314 1.9315
C22 -0.2531 -3.1729 1.7745
C23 1.4183 -0.6813 -10.4925
C24 0.2006 -6.9460 -0.1284
C25 2.4572 0.4282 1.5780
C26 -4.1877 -0.2759 -5.8287
C27 0.8682 -0.1662 -6.0484
C28 -1.4473 -0.2698 -6.6243
C29 -1.3065 3.9290 0.2454
C30 -0.7410 0.3791 -9.3740
C31 1.1489 4.6909 0.0826
C32 -2.4390 -0.1555 -2.5565
B1 -0.2147 1.9263 0.2704
H1 -0.8291 4.9658 -1.6002
H2 -0.4073 -5.7109 2.9954
H3 -1.2632 0.0062 -11.4568
H4 2.2597 -1.2629 -10.8600
H5 -2.6842 4.7422 1.7055
H6 -2.5574 4.7837 -1.2680
H7 -3.8066 1.7869 -6.5450
H8 0.4739 -5.7848 -1.9261
H9 1.3686 0.2492 -11.0534
H10 -6.3497 0.1452 -5.8513
H11 -2.3019 3.0387 1.9623
H12 2.2623 1.4951 1.5598
H13 -0.1137 -7.8644 1.7801
H14 0.0962 -2.2592 -10.2247
H15 0.3232 -7.8940 -0.6346
H16 -2.2510 -0.3693 -7.3355
H17 2.6138 0.4523 -0.4882
H18 -5.4000 1.2342 -4.7414
H19 -1.8921 -1.2218 -10.3436
H20 1.3906 -0.0303 -4.0159
H21 -4.7292 0.7364 -7.7248
H22 0.1444 -1.7447 -11.7800
H23 -0.1602 0.8962 2.4627
H24 -0.2768 1.3032 -9.7301
H25 -4.4360 -0.3237 -3.3003
H26 2.5099 -1.0494 0.1164
H27 -0.4455 -0.7217 2.6610
H28 2.1574 0.3786 -8.8014
H29 2.1127 4.5958 0.5832
H30 0.9650 5.7513 -0.0889
H31 -0.6358 4.2603 3.0039
H32 -1.6106 5.9649 -0.3689
H33 1.2120 4.1946 -0.8883
H34 -4.3277 -1.2694 -6.2332
H35 1.9627 -1.3502 -8.5237
H36 -1.6721 0.6695 -8.8993
H37 3.5054 0.2655 1.8246
H38 1.7326 0.1063 3.5750
H39 1.0053 4.8609 2.7265
H40 1.7113 -1.3356 2.5751
H41 -3.3689 3.5162 0.6378
H42 -0.3789 5.7991 2.1785

Forces on the atoms, in the same order (eV/Å):
0.971 0.213 0.771
-0.186 0.002 -0.053
0.032 -0.032 -0.104
0.112 -0.245 0.042
-0.389 -0.212 -0.848
-0.257 0.034 -0.023
-0.899 -0.157 -0.528
-0.066 0.128 0.295
0.286 0.029 0.110
0.028 -0.187 0.019
-0.212 -0.033 -0.141
-0.124 -0.037 -0.097
0.040 0.020 -0.131
-0.138 0.132 -0.168
-0.024 0.072 0.143
0.003 0.079 0.068
-0.279 -0.801 -0.015
-0.137 -0.041 0.118
0.008 0.000 -0.027
0.004 0.037 0.120
-0.042 -0.005 0.151
0.093 0.141 -0.245
-0.003 0.111 0.035
-0.142 0.044 0.098
-0.279 -0.049 -0.092
0.153 -0.023 -0.209
0.003 0.016 -0.034
-0.079 -0.009 0.092
-0.057 0.117 -0.025
0.634 0.182 0.662
0.016 0.087 0.075
0.143 -0.130 -0.116
-0.048 -0.006 0.037
0.702 0.230 0.547
-0.059 0.014 -0.054
0.090 -0.276 -0.009
-0.021 -0.099 0.079
-0.003 -0.060 0.031
0.282 0.241 -0.704
-0.145 -0.120 -0.085
-0.005 -0.089 0.034
0.092 -0.049 -0.131
0.139 -0.005 0.114
-0.021 0.018 -0.295
-0.013 0.000 0.127
0.048 -0.078 -0.137
0.006 -0.030 0.038
0.081 0.041 -0.080
-0.363 -0.111 0.000
-0.249 0.775 0.091
0.004 -0.023 0.013
0.000 0.004 -0.006
-0.037 0.026 0.007
0.038 0.014 0.019
0.013 0.005 -0.028
0.013 -0.009 0.017
0.001 -0.011 -0.005
-0.005 0.036 0.002
0.042 0.029 0.022
-0.005 0.017 0.000
0.015 -0.001 -0.023
0.032 0.043 0.039
0.001 0.003 -0.008
0.006 -0.002 -0.001
0.000 0.003 0.015
-0.005 -0.022 0.038
0.004 0.021 0.028
-0.019 -0.001 -0.014
-0.033 0.027 0.043
-0.018 0.000 0.008
-0.011 0.016 0.006
0.018 0.022 -0.003
0.064 -0.011 0.104
0.031 0.002 -0.015
0.011 -0.008 0.033
0.023 -0.004 -0.036
0.011 0.027 0.101
0.019 0.057 0.048
-0.021 0.004 0.006
-0.002 -0.012 0.014
0.007 -0.011 -0.011
-0.001 -0.027 -0.005
-0.026 -0.014 0.025
0.038 -0.019 -0.008
0.028 -0.037 0.079
0.035 0.039 -0.010
-0.002 -0.077 -0.001
-0.051 0.042 0.000
-0.013 -0.016 -0.007
0.044 0.015 -0.011
0.017 -0.002 -0.002
0.011 -0.025 -0.019

## Properties
E_HOMO   -16.1 eV
HOMO-LUMO gap   8.00 eV
Charge   +3

Table of Mulliken atomic charges, one value per atom, all in e:
1. Ta 1.1998
2. S 1.0332
3. F -0.3312
4. O -0.5312
5. O -0.7665
6. O -0.5221
7. O -0.6240
8. O -0.6103
9. O -0.1370
10. O -0.5994
11. O -0.4472
12. N -0.5451
13. N 0.2368
14. N -0.6388
15. N 0.1720
16. N -0.1360
17. N 0.0206
18. C -0.5713
19. C -0.5269
20. C -0.6166
21. C -0.6760
22. C 0.8609
23. C -0.1914
24. C -0.6594
25. C -0.7627
26. C -0.9618
27. C -0.3851
28. C -1.8642
29. C -1.8990
30. C 1.2760
31. C -1.7870
32. C -0.7426
33. C -0.9618
34. C -0.0307
35. C -0.5038
36. C 0.7550
37. C 1.2822
38. C -0.7080
39. C 0.3540
40. C -0.8194
41. C -0.6504
42. C -0.3671
43. C -0.3634
44. C 0.2627
45. C -0.4285
46. C 1.4089
47. C -0.6810
48. C -1.8708
49. C 0.4873
50. B 1.2716
51. H 0.3657
52. H 0.5290
53. H 0.3776
54. H 0.4075
55. H 0.4261
56. H 0.4527
57. H 0.2191
58. H 0.4941
59. H 0.3660
60. H 0.2823
61. H 0.2321
62. H 0.0557
63. H 0.4387
64. H 0.3819
65. H 0.4353
66. H 1.0080
67. H 0.2798
68. H 0.3557
69. H 0.4243
70. H 0.5855
71. H 0.3240
72. H 0.3580
73. H 0.3111
74. H 0.3137
75. H 0.8782
76. H 0.3924
77. H 0.3165
78. H 0.4104
79. H 0.4633
80. H 0.4028
81. H 0.3765
82. H 0.3706
83. H 0.2692
84. H 0.4513
85. H 0.5054
86. H 0.4569
87. H 0.5571
88. H 0.5610
89. H 0.4396
90. H 0.1661
91. H 0.4693
92. H 0.3861

Computed, not measured: a structure of composition C20H21N2O8OsS2, with wB97M-V/def2-TZVPD.

Cartesian coordinates (Å):
Os1 -0.8202 -0.0104 1.8478
S1 1.3708 0.3344 -3.4199
S2 0.1127 0.2471 3.8908
O1 -0.8238 -3.0491 2.1472
O2 -2.4155 1.0763 2.5518
O3 2.6824 0.9765 -3.3452
O4 1.5948 1.7726 -0.0084
O5 0.6333 0.2692 -4.6540
O6 -1.8700 -0.2306 0.0432
O7 0.9642 0.0009 1.2162
O8 -1.3894 1.9411 0.1627
N1 -4.4649 1.9063 2.1138
N2 0.3830 1.0029 -2.3969
C1 -0.9794 -1.8409 2.1283
C2 -4.2302 -0.5701 2.4279
C3 -0.9277 1.6362 -2.7413
C4 1.3255 1.2933 1.0848
C5 2.0580 3.3286 2.1221
C6 2.1587 -5.6436 -2.4426
C7 2.0570 -4.1448 -2.5962
C8 -3.6606 0.8303 2.2967
C9 1.4103 -1.9369 -1.7307
C10 2.4533 -3.5236 -3.8141
C11 0.8386 1.7858 3.4982
C12 2.2777 4.1344 3.2072
C13 1.0691 2.5980 4.6439
C14 1.6475 -3.3033 -1.5518
C15 1.3110 2.1828 2.2027
C16 2.2530 -2.1937 -4.0045
C17 1.9263 3.6448 4.4429
C18 -2.1283 0.9199 -2.0002
C19 1.6086 -1.4041 -2.9990
C20 -1.8031 0.9666 -0.5221
H1 2.7812 5.1276 3.0769
H2 -5.4603 1.7889 2.0049
H3 2.3085 4.0842 5.3692
H4 -1.0634 1.5377 -3.8169
H5 0.6811 2.4614 5.6596
H6 -3.0767 1.4118 -2.2689
H7 -4.4079 -0.7795 3.5038
H8 -0.8072 2.6666 -2.3869
H9 -2.2757 -0.1462 -2.3583
H10 -3.5141 -1.3307 2.0799
H11 2.9220 -5.9387 -3.1150
H12 2.7372 -4.1366 -4.6650
H13 1.2231 -6.2547 -2.6318
H14 2.4655 -1.7388 -4.9367
H15 2.4517 -5.8104 -1.3767
H16 1.3829 -3.7664 -0.5937
H17 2.3615 3.7361 1.1455
H18 0.9835 -1.3176 -0.9400
H19 0.8667 1.1609 -1.4397
H20 -5.1613 -0.5637 1.8082
H21 -4.0207 2.8115 2.0804

Forces on the atoms, in the same order (eV/Å):
-2.261 0.068 -2.363
1.736 -0.734 -1.578
0.819 2.112 0.848
-0.572 7.073 -0.075
-1.985 -0.056 -0.161
-1.615 -0.851 0.037
0.128 -0.999 1.168
0.283 0.294 -0.490
0.661 0.965 0.720
1.195 0.800 -0.325
-0.727 -1.460 -1.656
1.303 -2.169 0.120
-0.377 0.439 3.059
-0.146 -10.507 0.457
-0.450 0.771 -0.631
0.494 -1.017 0.927
0.237 0.462 -3.796
-0.785 1.300 -2.101
-1.021 0.318 1.544
0.007 0.974 -0.350
0.446 1.312 1.149
-0.290 0.050 -0.793
-0.902 -1.226 0.739
-0.463 -0.723 1.523
1.052 1.044 0.317
0.870 -0.145 -0.892
-0.452 -0.731 0.041
0.582 -0.283 3.055
-1.325 1.360 1.239
0.105 1.199 2.346
0.557 0.071 -0.887
1.416 -0.094 0.053
0.226 0.099 0.807
-0.349 -1.251 0.293
0.069 0.163 -0.063
-0.304 0.528 -0.472
0.096 0.289 0.115
0.117 -0.625 -0.641
0.366 0.247 0.381
-0.185 0.286 -0.640
-0.545 -0.125 -0.387
0.571 1.195 0.659
-0.378 0.454 -0.121
0.762 -0.843 -0.437
0.320 0.019 0.216
0.920 1.016 0.065
0.220 0.368 -0.773
-0.059 -0.342 -0.912
0.191 0.190 -0.273
0.004 -0.784 0.369
0.191 -0.256 -0.147
-1.242 0.229 -2.020
0.632 -0.574 0.780
-0.144 0.100 -0.043

## Properties
⟨S²⟩   6.041
E_HOMO (alpha / beta)   -10.6 / -10.6 eV
HOMO-LUMO gap (alpha / beta)   6.65 / 3.08 eV
Multiplicity   5
Charge   +1

Table of natural (NBO) atomic charges, one value per atom, all in e:
1. Os 1.2569
2. S 2.3298
3. S 0.3584
4. O -0.3704
5. O -0.6860
6. O -0.9214
7. O -0.5235
8. O -0.9686
9. O -0.7279
10. O -0.6034
11. O -0.6856
12. N -0.7290
13. N -0.9660
14. C 0.4008
15. C -0.7171
16. C -0.1944
17. C 0.7315
18. C -0.1160
19. C -0.6337
20. C -0.0022
21. C 0.7466
22. C -0.2216
23. C -0.2142
24. C -0.1652
25. C -0.1139
26. C -0.1587
27. C -0.1679
28. C -0.1769
29. C -0.1619
30. C -0.1808
31. C -0.5337
32. C -0.3098
33. C 0.7953
34. H 0.2562
35. H 0.4279
36. H 0.2402
37. H 0.2606
38. H 0.2563
39. H 0.2498
40. H 0.2751
41. H 0.2163
42. H 0.2552
43. H 0.2562
44. H 0.2228
45. H 0.2204
46. H 0.2303
47. H 0.2352
48. H 0.2182
49. H 0.1956
50. H 0.2731
51. H 0.2056
52. H 0.4462
53. H 0.2510
54. H 0.4383

Computed, not measured: a structure of composition CH2BrNSi, with wB97M-V/def2-TZVPD.

Cartesian coordinates (Å):
Br1 0.7991 -2.3138 -1.2519
Si1 -0.3159 -0.5364 -0.5265
N1 -3.7545 0.0904 -1.3358
C1 -2.6216 -0.0695 -1.2552
H1 -1.0867 -0.4277 0.7353
H2 0.3438 0.6292 -1.1336

Forces on the atoms, in the same order (eV/Å):
0.366 -0.134 0.643
1.289 -0.767 -0.921
-1.877 -0.075 -0.152
0.124 0.962 -0.058
0.233 -0.140 0.111
-0.135 0.154 0.377

## Properties
⟨S²⟩   2.009
E_HOMO (alpha / beta)   -6.5 / -11.1 eV
HOMO-LUMO gap (alpha / beta)   6.54 / 5.59 eV
Multiplicity   3
Charge   0

Table of natural (NBO) atomic charges, one value per atom, all in e:
1. Br -0.2394
2. Si 0.5227
3. N -0.3590
4. C 0.2842
5. H -0.0848
6. H -0.1237

Computed, not measured: a cluster of 2 separate species, C25H41ClF6N3O3SSi in total, with wB97M-V/def2-TZVPD.

Cartesian coordinates (Å):
Cl1 0.2812 -0.5643 -1.5994
S1 0.2819 4.1315 0.5125
Si1 1.9347 -0.9821 0.8578
F1 3.4146 4.5880 -1.4213
F2 5.0453 3.3110 -0.8183
F3 -2.4365 -3.7488 0.2121
F4 -4.5967 -1.0611 0.7929
F5 3.8528 2.7987 -2.5501
F6 -3.7097 -2.7199 -1.2429
O1 3.0090 2.6188 -0.4845
O2 6.4879 -5.0383 1.3404
O3 4.4344 -4.1765 1.4709
N1 -2.5052 2.7342 0.1681
N2 -1.3777 1.1604 1.4194
N3 -0.2049 2.5710 -0.1436
C1 -1.3700 2.2063 0.4844
C2 -1.2205 2.6947 3.2218
C3 -3.2346 -2.7164 -0.0171
C4 3.5879 -0.5241 0.1048
C5 3.8169 3.3097 -1.3139
C6 -4.5271 3.4383 -2.6540
C7 -5.6077 2.7394 -1.8254
C8 -3.4603 -1.7893 0.8987
C9 5.3074 -4.6662 0.8097
C10 1.6963 -2.7947 0.4580
C11 -6.6683 0.5872 -1.0541
C12 -0.9064 -0.0723 0.7513
C13 1.9296 1.8880 -1.1075
C14 0.4944 0.1029 0.0891
C15 -0.8077 1.5250 2.6447
C16 -2.7490 3.7423 -0.8610
C17 -3.0915 3.1156 -2.2335
C18 0.9253 1.5781 0.0047
C19 6.4798 -5.9010 -0.8487
C20 5.3105 -4.9318 -0.6854
C21 7.3836 -5.4945 0.3091
C22 -2.5704 -1.4413 2.0475
C23 2.1470 -0.6759 2.6973
C24 -1.0886 -1.2942 1.6412
C25 -5.6050 1.2170 -1.9641
H1 -6.2979 0.5753 -0.0280
H2 1.5668 -3.3357 1.3979
H3 3.5829 -0.6066 -0.9844
H4 -2.9549 -0.5741 2.5804
H5 -2.6005 -2.2654 2.7689
H6 0.8087 -2.9654 -0.1523
H7 3.2023 -0.8863 2.8924
H8 -2.8895 2.0437 -2.2321
H9 -5.4955 3.0178 -0.7686
H10 -1.6158 -0.2251 -0.0672
H11 -2.4339 3.5758 -2.9723
H12 5.4830 -3.9857 -1.2027
H13 -0.5187 -1.2481 2.5673
H14 2.5646 -3.2036 -0.0510
H15 1.4305 1.8219 0.9459
H16 1.4599 2.5400 -1.8441
H17 -1.9063 4.4163 -0.9573
H18 7.9768 -6.3151 0.7027
H19 4.3584 -5.3520 -0.9987
H20 4.2604 -1.3128 0.4556
H21 -0.1882 0.7997 3.1653
H22 -2.2899 2.8192 3.3780
H23 -4.6535 4.5180 -2.5125
H24 1.5814 -1.3635 3.3257
H25 1.9890 0.3634 2.9905
H26 3.9786 0.4437 0.4155
H27 -4.6739 3.2595 -3.7200
H28 6.9750 -5.8489 -1.8154
H29 6.1304 -6.9237 -0.7037
H30 -4.6417 0.8029 -1.6503
H31 -6.8738 -0.4371 -1.3587
H32 8.0510 -4.6713 0.0471
H33 -5.7900 0.9609 -3.0088
H34 -0.5524 3.5000 3.4970
H35 0.4796 4.7848 -0.6470
H36 -3.5966 4.3387 -0.5253
H37 2.3418 1.0032 -1.5738
H38 -3.3078 2.3820 0.6761
H39 -6.5819 3.1055 -2.1553
H40 -0.8497 -2.1859 1.0675
H41 -7.5913 1.1684 -1.0559

Forces on the atoms, in the same order (eV/Å):
0.001 0.079 -0.032
-0.071 0.245 -0.404
0.778 -0.289 -0.130
-0.077 0.019 -0.098
0.010 0.036 0.037
0.403 0.379 -0.324
0.350 0.545 -0.467
-0.007 -0.034 -0.049
-0.498 -0.374 0.284
0.017 -0.199 -0.062
0.007 -0.032 0.019
0.000 0.019 -0.031
-0.042 0.199 -0.064
-0.240 -1.114 0.374
0.220 -0.022 1.036
-0.382 0.024 -0.013
-0.225 -0.258 -0.294
0.181 -0.117 -0.127
-0.234 -0.040 -0.149
0.115 0.064 0.148
-0.168 0.256 0.436
0.362 -0.236 -0.368
-0.306 0.266 0.315
-0.004 0.191 -0.023
-0.667 0.218 0.253
0.283 0.146 -0.107
-0.330 -0.361 -0.173
0.174 0.586 0.322
-0.083 -0.034 -0.200
-0.038 0.670 0.374
-0.407 -0.075 -0.572
-0.020 0.369 -0.227
0.108 -0.072 0.095
-0.071 0.034 -0.025
0.146 -0.339 0.064
0.079 -0.073 -0.130
0.121 -1.183 0.496
0.082 -0.013 -0.172
-1.062 0.452 0.136
-0.396 0.173 0.537
-0.115 -0.070 0.031
0.079 -0.138 -0.073
0.047 0.106 -0.008
-0.098 0.092 -0.212
-0.064 0.097 0.097
0.065 -0.106 -0.069
-0.008 -0.031 0.005
0.022 0.004 -0.004
-0.115 -0.006 0.012
0.035 0.094 -0.048
0.133 -0.186 0.000
-0.054 0.016 0.001
0.322 -0.090 -0.195
0.044 0.039 0.032
-0.058 -0.090 0.052
-0.075 -0.253 -0.184
0.138 -0.141 0.272
-0.039 0.024 0.110
-0.070 0.161 -0.009
0.030 0.081 0.131
1.159 0.408 -0.816
-0.101 0.855 -1.382
-0.014 0.017 -0.181
-0.129 0.169 0.066
-0.085 -0.049 0.114
0.067 -0.001 -0.085
0.058 -0.189 0.022
0.030 0.055 0.018
0.021 -0.008 0.004
0.090 -0.030 -0.316
-0.106 -0.025 0.119
-0.021 0.018 -0.005
0.139 -0.083 -0.004
0.163 -0.663 1.559
0.069 -0.112 -0.069
0.050 -0.026 0.166
-0.160 -0.042 -0.074
0.065 0.003 0.104
-0.023 0.081 0.160
0.471 0.028 0.122
-0.070 -0.112 -0.146

## Properties
E_HOMO   -11.5 eV
HOMO-LUMO gap   7.87 eV
Charge   +1

Table of Mulliken atomic charges, one value per atom, all in e:
1. Cl -0.1698
2. S -0.1618
3. Si 0.5316
4. F -0.2609
5. F -0.2531
6. F -0.2536
7. F -0.2465
8. F -0.2665
9. F -0.2373
10. O -0.3186
11. O -0.3607
12. O -0.5113
13. N 0.3157
14. N 1.0510
15. N 0.2007
16. C -1.1891
17. C -1.2889
18. C 0.5134
19. C -1.3727
20. C 0.8600
21. C -1.2427
22. C -0.4274
23. C 0.2430
24. C 0.4929
25. C -0.9568
26. C -1.3348
27. C -1.5859
28. C -1.9255
29. C 1.9068
30. C 0.0544
31. C -0.7347
32. C -0.5389
33. C -0.0412
34. C -0.6035
35. C -0.3208
36. C -0.4330
37. C -1.0412
38. C -1.2106
39. C -0.5105
40. C 0.1519
41. H 0.2399
42. H 0.3592
43. H 0.3822
44. H 0.3830
45. H 0.4773
46. H 0.4595
47. H 0.4865
48. H 0.4077
49. H 0.1810
50. H 0.4796
51. H 0.3755
52. H 0.2498
53. H 0.0447
54. H 0.0793
55. H 0.6308
56. H 0.8760
57. H 0.0578
58. H 0.3156
59. H 0.3371
60. H 0.4267
61. H 0.3734
62. H 0.2742
63. H 0.3582
64. H 0.4041
65. H 0.3711
66. H 0.3116
67. H 0.4334
68. H 0.3450
69. H 0.2694
70. H -0.0983
71. H 0.3725
72. H 0.2593
73. H 0.3264
74. H 0.2745
75. H 0.2019
76. H 0.7605
77. H 0.4461
78. H 0.5068
79. H 0.4476
80. H 0.1929
81. H 0.3972